Computed, not measured: a structure of composition C5H10N2O at a distorted geometry, with the ωB97M-V functional and the def2-TZVPD basis.

```
! wB97M-V def2-TZVPD RIJCOSX def2/J DEFGRID3
* xyz 0 1
C 0.570 0.131 -0.908
C -0.756 -0.139 0.284
C 1.872 -0.552 -0.636
C -1.293 1.199 0.401
C -0.174 -0.745 1.547
O -1.612 -1.078 -0.322
N 0.060 0.368 -2.143
N 0.411 1.473 -1.484
H -1.723 -0.838 -1.253
H 1.739 -1.635 -0.681
H 2.281 -0.284 0.337
H 2.583 -0.241 -1.405
H 0.509 -0.054 2.036
H -0.613 1.875 -0.721
H -0.845 1.842 1.153
H -2.360 1.317 0.240
H 0.345 -1.672 1.325
H -0.994 -0.966 2.229
*
```

For the largest force on an atom, the calculation gives 0.055 Eh/bohr. Its HOMO energy is -9.5550 eV. The calculation puts the relative energy (zero: lowest compared OMol25 entry of this formula, charge and spin) at 477.1 kJ/mol. Its HOMO-LUMO gap is 9.10 eV.